# C38H76Br26Cl2NOP

A cluster of 14 separate species, C38H76Br26Cl2NOP in total (ωB97M-V with the def2-TZVPD basis set, the Open Molecules 2025 dataset).

CARTESIAN COORDINATES (ANGSTROEM)
C1 -3.2417 -4.0856 1.4957
C2 -3.5326 -2.5981 1.8134
P1 -4.3716 -1.8011 0.3730
C3 -5.5426 -0.6300 1.1459
C4 -6.5744 -0.0832 0.1509
N1 -3.1146 -0.7629 -0.2214
C5 -2.0432 -1.5202 -0.8807
C6 -1.7468 -1.0720 -2.3306
O1 -0.4151 -0.6053 -2.4412
C7 -0.2544 0.7869 -2.1794
C8 -0.8088 1.6745 -3.2897
C9 1.2571 1.0289 -2.0129
C10 -1.9165 -2.1696 -3.3466
Cl1 -1.1276 -3.6720 -2.9376
C11 -2.5478 -2.0943 -4.5177
C12 -2.6861 -3.1716 -5.5513
Cl2 -3.3004 -0.5900 -4.9882
H1 -3.8464 -4.3855 0.6357
H2 -2.2004 -4.2203 1.1968
H3 -3.4704 -4.7447 2.3324
H4 -4.1646 -2.5448 2.6998
H5 -2.6045 -2.0708 2.0504
H6 -5.0480 0.1861 1.6858
H7 -6.0646 -1.2258 1.9007
H8 -7.3645 0.4446 0.6919
H9 -7.0506 -0.9108 -0.3791
H10 -6.1291 0.6017 -0.5702
H11 -3.5052 -0.0430 -0.8193
H12 -1.1085 -1.4264 -0.3193
H13 -2.2980 -2.5865 -0.8644
H14 -2.4740 -0.2973 -2.5869
H15 -0.7236 1.0455 -1.2198
H16 -0.6117 2.7088 -3.0071
H17 -0.3128 1.4559 -4.2377
H18 -1.8851 1.5537 -3.4223
H19 1.7726 0.0683 -1.9715
H20 1.6564 1.5850 -2.8661
H21 1.4643 1.5842 -1.0964
H22 -1.9213 -3.0474 -6.3222
H23 -3.6579 -3.0843 -6.0365
H24 -2.5910 -4.1616 -5.1098
Br1 2.5195 6.2119 -0.6316
C13 2.9496 4.3151 -0.7733
C14 3.7833 4.0285 -1.9956
Br2 2.7282 4.1009 -3.6303
H25 2.0034 3.7861 -0.7956
H26 3.4869 4.0517 0.1342
H27 4.1730 3.0137 -1.9443
H28 4.6006 4.7314 -2.1194
Br3 -6.5225 -4.1648 3.1041
C15 -7.7570 -3.7488 4.5477
C16 -8.6296 -2.5621 4.2365
Br4 -7.6627 -0.8828 4.3902
H29 -7.1551 -3.5932 5.4373
H30 -8.3696 -4.6387 4.6736
H31 -9.4451 -2.4976 4.9530
H32 -9.0301 -2.6015 3.2284
Br5 2.6375 7.3110 3.6086
C17 2.6345 8.8160 2.3895
C18 3.8128 9.7198 2.6361
Br6 3.5900 10.7850 4.2493
H33 1.6857 9.3252 2.5197
H34 2.6877 8.3874 1.3909
H35 3.9234 10.4346 1.8231
H36 4.7396 9.1685 2.7608
Br7 0.1928 -6.0334 -6.7617
C19 -0.2034 -6.6170 -4.9494
C20 -1.0401 -7.8671 -4.9238
Br8 -2.8888 -7.5108 -5.4085
H37 -0.7061 -5.7888 -4.4624
H38 0.7609 -6.7906 -4.4772
H39 -1.0717 -8.2825 -3.9191
H40 -0.6766 -8.6186 -5.6187
Br9 -1.9508 -10.8439 -2.5929
C21 -0.9366 -12.1239 -3.6453
C22 -1.3505 -12.1152 -5.0934
Br10 -3.0627 -12.9904 -5.3650
H41 -1.0855 -13.0923 -3.1790
H42 0.1064 -11.8310 -3.5433
H43 -0.6331 -12.6712 -5.6927
H44 -1.4542 -11.1082 -5.4864
Br11 -0.0082 -14.7762 -0.8370
C23 0.1293 -14.1044 0.9813
C24 -0.6254 -12.8161 1.1720
Br12 0.2920 -11.3040 0.3675
H45 1.1887 -13.9928 1.1894
H46 -0.2894 -14.8824 1.6155
H47 -0.7089 -12.5859 2.2322
H48 -1.6159 -12.8444 0.7281
Br13 5.0160 7.8235 6.3843
C25 5.3515 6.2543 7.4780
C26 6.0503 5.1743 6.6939
Br14 4.8556 4.2888 5.4412
H49 4.3876 5.9302 7.8574
H50 5.9774 6.5847 8.3040
H51 6.4152 4.3958 7.3601
H52 6.8730 5.5715 6.1070
Br15 -0.7635 -8.5273 4.6797
C27 0.6539 -9.5848 3.8737
C28 0.7449 -10.9600 4.4779
Br16 1.5548 -10.9448 6.2438
H53 1.5724 -9.0193 3.9940
H54 0.4041 -9.6602 2.8185
H55 1.3842 -11.5933 3.8652
H56 -0.2326 -11.4193 4.5919
Br17 -0.7960 4.0119 -0.5710
C29 -2.5785 4.7564 -0.3713
C30 -3.5780 3.6944 -0.0013
Br18 -4.0403 2.5689 -1.5162
H57 -2.8187 5.2522 -1.3064
H58 -2.5045 5.4954 0.4238
H59 -4.5117 4.1495 0.3214
H60 -3.2043 3.0295 0.7725
Br19 3.0985 2.4907 2.4232
C31 1.3147 3.1942 2.7476
C32 0.3686 2.1351 3.2353
Br20 -0.1525 0.9500 1.7982
H61 0.9814 3.6373 1.8131
H62 1.4338 3.9683 3.4928
H63 -0.5483 2.5941 3.5986
H64 0.7999 1.5159 4.0156
Br21 4.1818 6.9789 -7.8386
C33 4.4244 5.1888 -8.5554
C34 4.1427 4.1250 -7.5277
Br22 5.5659 3.9769 -6.2179
H65 5.4431 5.1385 -8.9261
H66 3.7269 5.1044 -9.3855
H67 4.0739 3.1496 -8.0037
H68 3.2318 4.3245 -6.9708
Br23 -0.4222 9.0083 0.5526
C35 -0.4145 10.4981 -0.6937
C36 0.7726 11.3966 -0.4649
Br24 0.5892 12.4669 1.1453
H69 -1.3607 11.0140 -0.5670
H70 -0.3642 10.0607 -1.6884
H71 0.8813 12.0993 -1.2877
H72 1.6900 10.8274 -0.3498
Br25 7.3865 10.8500 2.7440
C37 7.7794 10.5117 4.6175
C38 8.9820 9.6208 4.7811
Br26 8.5744 7.7686 4.3609
H73 6.8819 10.0819 5.0532
H74 7.9688 11.4876 5.0586
H75 9.3158 9.6242 5.8162
H76 9.8002 9.9145 4.1314

Atomic forces in eV per Å
0.0 0.3 -0.3
0.3 -0.3 0.1
-0.3 -0.3 -0.2
0.0 0.3 0.1
0.0 -0.2 0.3
0.0 0.1 0.1
-0.1 0.0 0.0
-0.1 -0.2 0.3
-0.1 0.0 -0.3
0.6 0.4 0.1
-0.1 -0.2 0.2
-0.1 -0.1 -0.3
-0.1 0.0 -0.2
0.1 0.1 0.0
0.0 -0.1 0.1
0.0 0.2 0.1
0.0 0.0 0.0
0.0 -0.2 0.1
0.0 -0.1 0.1
0.1 0.0 0.0
-0.1 0.2 -0.1
-0.1 0.1 0.0
0.1 -0.1 -0.1
0.0 0.0 0.0
0.1 0.1 -0.1
0.1 0.1 -0.1
0.0 0.0 0.0
0.1 0.0 0.0
0.0 0.1 0.0
0.0 0.0 -0.1
0.2 0.1 -0.1
-0.3 -0.2 -0.1
-0.1 0.0 -0.2
0.0 0.0 0.1
0.1 0.1 0.0
0.0 0.0 0.2
0.0 -0.1 0.2
0.1 0.0 0.0
0.0 -0.1 0.0
0.0 -0.1 0.0
0.0 0.0 0.0
-0.1 -0.1 0.0
0.1 0.2 -0.1
-0.1 -0.2 0.0
0.0 0.2 0.0
0.0 0.0 0.0
0.0 0.1 0.0
0.0 0.0 0.0
0.0 0.0 0.0
-0.1 0.0 0.1
0.0 -0.1 -0.1
0.0 0.1 0.0
0.0 0.0 0.0
0.0 0.0 0.0
0.0 0.0 0.0
0.0 0.0 0.0
0.0 0.0 0.0
-0.1 -0.1 0.0
0.1 0.0 0.0
0.0 0.1 0.0
0.1 -0.1 0.0
0.0 0.0 0.0
0.0 0.0 0.0
0.0 0.0 0.0
0.0 0.0 0.0
0.0 0.0 0.0
0.0 0.0 -0.1
-0.1 0.0 0.0
0.0 0.0 0.0
0.0 0.0 0.0
0.0 0.0 0.0
0.0 0.0 0.0
0.0 0.0 0.0
-0.1 0.0 -0.1
0.0 0.1 0.0
-0.1 -0.1 0.0
0.0 0.0 0.0
0.0 0.0 0.0
0.0 0.0 0.0
0.0 0.0 0.0
0.0 0.0 0.0
0.0 0.0 0.0
0.0 -0.1 -0.1
0.0 0.1 0.0
0.1 0.0 0.1
0.0 0.0 0.0
0.0 0.0 0.0
0.0 0.0 0.0
0.0 0.0 0.0
-0.1 0.1 0.1
0.1 0.1 0.0
0.0 -0.1 0.0
0.0 0.0 0.0
0.0 0.0 0.0
0.0 0.0 0.0
0.0 0.0 0.0
0.0 0.0 0.0
0.0 0.0 0.0
-0.1 0.1 0.0
0.1 0.0 0.0
0.0 0.0 0.0
0.0 0.0 0.0
0.0 0.0 0.0
0.0 0.0 0.0
0.0 0.0 0.0
0.0 0.2 0.1
0.1 0.0 0.1
-0.1 -0.1 0.0
0.0 0.1 -0.1
0.0 0.0 0.0
0.0 0.0 0.0
0.0 0.0 0.0
0.0 0.0 0.0
0.0 -0.1 0.1
0.1 0.0 -0.1
0.0 0.0 0.0
-0.1 -0.2 -0.1
0.0 0.0 0.0
0.1 0.2 0.2
0.0 0.0 0.0
0.0 0.0 0.0
0.0 0.0 0.0
0.0 0.1 0.0
0.0 -0.1 0.1
0.1 0.0 0.0
0.0 0.0 0.0
0.0 0.0 0.0
0.0 0.0 0.0
0.0 0.0 0.0
-0.1 -0.1 -0.1
0.0 -0.1 0.0
0.0 0.1 0.0
0.0 -0.1 0.0
0.0 0.0 0.0
0.0 0.0 0.0
0.0 0.0 0.0
0.0 0.0 -0.1
0.0 0.0 0.0
0.0 0.1 -0.1
0.0 -0.1 0.1
0.0 0.0 -0.1
0.0 0.0 0.0
0.0 0.0 0.0
0.0 0.0 0.0
0.0 0.0 0.0

Calculated values
HOMO level: -0.2676 Eh